{
  "formula": "C40H47AsN6O3PPrS",
  "method": "ωB97M-V with the def2-TZVPD basis set",
  "charge": 2,
  "multiplicity": 3,
  "homo_lumo_gap_ev": [8.2, 8.3],
  "energy_ev": -152347.240,
  "lumo_energy_ev": [-4.65, -4.61],
  "elements": ["Pr", "N", "C", "C", "C", "C", "C", "C", "S", "O", "O", "N", "C", "N", "C", "C", "C", "N", "H", "H", "H", "H", "H", "H", "H", "H", "H", "N", "C", "C", "C", "C", "N", "H", "H", "H", "H", "H", "H", "H", "H", "H", "H", "H", "H", "O", "As", "C", "C", "C", "C", "C", "C", "C", "C", "C", "C", "C", "C", "C", "C", "C", "C", "C", "C", "H", "H", "H", "H", "H", "H", "H", "H", "H", "H", "H", "H", "H", "H", "H", "C", "P", "C", "C", "C", "C", "C", "C", "C", "H", "H", "H", "H", "H", "H", "H", "H", "H", "H", "H"],
  "xyz": [[0.309, 0.021, 0.918], [1.899, 3.761, 7.099], [1.298, 2.743, 6.443], [0.217, 2.991, 5.578], [-0.298, 1.983, 4.792], [0.245, 0.708, 4.859], [1.276, 0.426, 5.746], [1.788, 1.428, 6.541], [-0.213, -0.479, 3.636], [-0.674, -1.737, 4.130], [1.049, -0.643, 2.832], [-1.235, 0.220, 2.603], [-2.124, -0.730, 2.156], [-1.773, -1.357, 1.004], [-2.595, -2.309, 0.560], [-3.747, -2.662, 1.240], [-4.007, -1.961, 2.416], [-3.209, -1.008, 2.859], [1.457, 4.663, 7.134], [2.577, 3.553, 7.812], [-0.206, 3.983, 5.536], [-1.121, 2.157, 4.115], [1.672, -0.577, 5.795], [2.590, 1.220, 7.233], [-2.307, -2.789, -0.374], [-4.395, -3.443, 0.878], [-4.872, -2.167, 3.035], [0.990, 2.526, -0.063], [2.273, 2.412, -0.783], [3.248, 1.462, -0.078], [3.988, 2.055, 1.129], [3.089, 2.737, 2.162], [1.909, 1.910, 2.462], [0.298, 2.917, -0.707], [1.100, 3.202, 0.693], [2.749, 3.393, -0.904], [2.060, 2.011, -1.782], [4.006, 1.157, -0.801], [2.683, 0.544, 0.230], [4.720, 2.786, 0.783], [4.536, 1.249, 1.619], [2.760, 3.715, 1.798], [3.689, 2.918, 3.061], [1.289, 2.436, 3.080], [2.225, 1.100, 3.000], [-0.459, 0.387, -1.059], [-1.472, 0.653, -2.338], [-0.884, 2.271, -3.251], [-1.287, 3.502, -2.743], [-0.799, 4.671, -3.303], [0.084, 4.611, -4.370], [0.475, 3.385, -4.883], [0.001, 2.211, -4.320], [-1.306, -0.850, -3.551], [-0.672, -1.990, -3.076], [-0.509, -3.082, -3.911], [-0.980, -3.034, -5.213], [-1.609, -1.894, -5.689], [-1.774, -0.796, -4.860], [-3.333, 0.989, -1.875], [-3.792, 0.982, -0.567], [-5.131, 1.241, -0.312], [-6.001, 1.516, -1.353], [-5.537, 1.546, -2.659], [-4.204, 1.284, -2.921], [-2.011, 3.531, -1.931], [-1.117, 5.628, -2.922], [0.463, 5.523, -4.803], [1.141, 3.347, -5.730], [0.291, 1.244, -4.717], [-0.298, -1.999, -2.049], [-0.009, -3.966, -3.550], [-0.850, -3.888, -5.860], [-1.964, -1.860, -6.707], [-2.253, 0.106, -5.226], [-3.098, 0.786, 0.249], [-5.497, 1.230, 0.702], [-7.039, 1.724, -1.148], [-6.213, 1.773, -3.468], [-3.822, 1.319, -3.936], [0.456, -3.709, 1.694], [1.453, -2.625, 0.591], [3.075, -2.672, 1.477], [1.833, -3.747, -0.808], [0.969, -4.763, -1.200], [1.302, -5.593, -2.259], [2.494, -5.412, -2.940], [3.348, -4.387, -2.569], [3.014, -3.552, -1.520], [-0.493, -3.968, 1.220], [0.237, -3.177, 2.624], [1.014, -4.620, 1.921], [3.469, -3.690, 1.494], [2.915, -2.323, 2.495], [3.800, -2.019, 0.988], [0.036, -4.924, -0.680], [0.629, -6.385, -2.551], [2.750, -6.061, -3.762], [4.278, -4.244, -3.096], [3.684, -2.754, -1.241]],
  "forces_ev_per_angstrom": [[1.52, 2.70, -3.52], [0.01, 0.06, 0.22], [-0.05, -0.10, -0.37], [-0.05, -0.09, -0.02], [-0.22, 0.01, 0.14], [-0.54, -0.10, -0.61], [0.10, -0.11, 0.04], [-0.07, -0.08, -0.12], [-0.05, 0.23, 1.83], [-0.03, 0.08, 0.39], [0.72, -1.05, 2.11], [0.50, 0.26, 1.75], [-1.58, -1.55, -0.66], [-0.42, 0.31, 0.92], [-0.25, -0.12, -0.25], [0.28, 0.15, -0.05], [-0.06, -0.25, -0.24], [0.17, 0.63, 0.18], [0.05, -0.05, 0.07], [-0.02, 0.10, 0.04], [-0.07, 0.11, -0.05], [-0.07, 0.17, -0.01], [0.14, -0.10, 0.11], [0.09, -0.10, 0.05], [-0.08, 0.00, 0.12], [-0.05, -0.03, -0.01], [-0.07, -0.09, -0.09], [-0.34, 0.47, -0.04], [0.23, -0.20, -0.10], [-0.25, 0.11, 0.14], [-0.44, -0.07, 0.06], [0.24, -0.08, -0.18], [0.27, -0.27, 0.47], [0.23, -0.10, 0.20], [-0.18, -0.25, -0.30], [-0.01, -0.12, -0.13], [-0.02, 0.16, 0.18], [-0.11, -0.24, 0.00], [0.69, 0.37, -0.28], [0.08, -0.06, -0.03], [0.14, 0.01, 0.01], [0.00, -0.03, -0.01], [-0.14, 0.13, -0.07], [0.22, -0.22, 0.01], [-0.12, 0.42, 0.06], [-0.42, -0.22, -0.54], [-1.03, 0.59, -2.17], [-0.06, -0.41, 0.32], [-0.29, -0.16, 0.18], [-0.04, 0.02, 0.07], [0.00, -0.05, 0.04], [0.03, 0.00, -0.05], [-0.06, -0.37, -0.01], [0.02, 0.29, 0.32], [0.09, 0.17, 0.46], [0.00, -0.06, 0.00], [-0.01, 0.06, 0.03], [-0.04, 0.05, -0.01], [-0.10, 0.29, 0.12], [0.45, -0.07, 0.03], [0.36, -0.09, 0.20], [0.01, -0.02, 0.08], [0.06, 0.01, 0.01], [0.05, -0.04, -0.04], [0.36, -0.08, -0.18], [0.07, 0.13, -0.06], [-0.05, 0.09, 0.07], [0.02, 0.09, -0.08], [0.10, -0.04, -0.08], [0.09, 0.09, -0.05], [-0.02, -0.14, -0.29], [0.02, 0.00, 0.02], [0.01, -0.07, -0.08], [-0.05, 0.03, -0.08], [0.02, -0.09, -0.11], [-0.24, 0.04, -0.12], [-0.01, 0.02, 0.15], [-0.10, 0.00, 0.03], [-0.04, 0.03, -0.10], [-0.16, 0.02, -0.01], [0.04, 0.16, -0.05], [0.75, -1.60, 0.20], [-0.20, 0.13, -0.08], [-0.23, 0.39, -0.04], [0.00, 0.01, 0.09], [0.04, -0.10, 0.01], [-0.10, -0.02, -0.01], [0.03, 0.00, -0.06], [-0.04, 0.03, 0.07], [0.09, -0.02, 0.09], [0.03, -0.15, -0.14], [-0.06, 0.05, -0.07], [-0.07, 0.07, -0.02], [0.05, 0.02, 0.02], [0.02, -0.02, 0.05], [-0.07, -0.06, 0.06], [-0.05, -0.09, 0.00], [0.06, -0.10, -0.08], [0.12, 0.04, -0.07], [0.14, 0.09, 0.00]]
}